Entry from OMol25: an isolated molecule of C5H8N2 at a distorted geometry (ωB97M-V/def2-TZVPD).

```
15
Properties=species:S:1:pos:R:3
C -0.20191 -0.24758 -1.32484
C -0.40760 1.02836 -0.97841
C -0.30377 -1.37419 -0.44764
C -0.18345 1.23253 1.49750
C -0.45489 1.66703 0.28982
N 1.10647 -1.54059 0.34806
N 1.15240 -1.98916 1.46423
H 0.20466 -0.48894 -2.31744
H -0.25818 1.80027 -1.82622
H -1.22167 -1.49787 0.21247
H -0.43572 -2.27715 -1.11470
H 0.29938 0.26918 1.60415
H -0.25438 1.74982 2.39393
H -0.93159 2.65707 0.25976
H 1.89024 -0.98878 -0.06067
```

The energy above the lowest of the compared OMol25 structures with the same formula, charge and spin is 4.7217 eV. The value obtained for the HOMO-LUMO gap is 8.11 eV. For the total energy, the calculation gives -8290.275 eV. Its net charge is 0. The calculation puts the lowest unoccupied orbital energy at 0.25 eV. For the HOMO energy, the calculation gives -7.87 eV. As for the molar mass: 96.1 g/mol.